Entry 1:
{
  "formula": "C16H36I2InN2O3",
  "method": "wB97M-V/def2-TZVPD",
  "elements": ["N", "C", "C", "In", "I", "C", "C", "C", "I", "C", "C", "C", "N", "O", "H", "H", "H", "H", "H", "H", "H", "H", "H", "H", "H", "H", "H", "H", "H", "H", "C", "C", "O", "C", "C", "H", "H", "H", "H", "H", "H", "H", "H", "H", "H", "C", "C", "O", "C", "C", "H", "H", "H", "H", "H", "H", "H", "H", "H", "H"],
  "xyz": [[-1.546, -4.011, 0.617], [-2.029, -2.884, 0.240], [-1.282, -1.686, -0.177], [-1.098, -0.385, 1.648], [-3.470, 1.057, 2.039], [0.674, 0.942, 1.620], [0.495, 2.224, 0.822], [0.289, 2.034, -0.666], [2.040, 1.218, -1.599], [-0.917, -1.771, 3.411], [-0.171, -1.097, 4.577], [1.333, -1.132, 4.480], [1.927, -2.297, 3.987], [2.035, -0.220, 4.913], [-0.526, -3.947, 0.570], [-3.116, -2.823, 0.257], [-0.312, -2.010, -0.544], [-1.858, -1.189, -0.954], [1.555, 0.390, 1.304], [0.866, 1.219, 2.655], [-0.358, 2.787, 1.198], [1.369, 2.867, 0.955], [-0.577, 1.422, -0.892], [0.116, 3.005, -1.115], [-1.922, -2.064, 3.685], [-0.389, -2.635, 3.028], [-0.427, -1.557, 5.532], [-0.408, -0.040, 4.614], [2.893, -2.079, 3.785], [1.478, -2.650, 3.155], [-0.975, -5.275, -3.898], [0.346, -4.562, -3.662], [0.827, -4.672, -2.339], [1.086, -5.978, -1.869], [2.142, -6.727, -2.667], [-1.732, -4.907, -3.205], [-1.317, -5.098, -4.918], [-0.890, -6.354, -3.758], [0.215, -3.493, -3.827], [1.105, -4.901, -4.379], [0.158, -6.558, -1.814], [1.432, -5.852, -0.843], [1.833, -6.896, -3.700], [2.332, -7.701, -2.214], [3.076, -6.163, -2.686], [-0.769, 7.110, 1.321], [0.337, 6.462, 0.506], [-0.130, 5.617, -0.527], [-0.942, 6.217, -1.515], [-0.260, 7.338, -2.281], [-1.421, 6.348, 1.750], [-0.338, 7.697, 2.133], [-1.386, 7.779, 0.719], [0.932, 5.817, 1.151], [1.018, 7.221, 0.103], [-1.886, 6.565, -1.079], [-1.196, 5.411, -2.203], [-0.001, 8.179, -1.635], [-0.922, 7.712, -3.063], [0.659, 6.978, -2.745]],
  "lowdin_charge": [0.037, -0.417, -0.267, 0.376, 0.007, -0.313, -0.452, -0.645, 0.722, -0.277, -0.221, -0.538, 0.142, 0.019, 0.018, 0.090, 0.037, 0.029, 0.005, 0.030, 0.089, 0.087, 0.032, 0.017, 0.027, 0.002, 0.112, 0.094, 0.093, 0.068, -0.078, -0.283, -0.163, -0.286, -0.084, 0.082, 0.073, 0.063, 0.119, 0.104, 0.109, 0.117, 0.062, 0.073, 0.079, -0.077, -0.277, -0.169, -0.280, -0.082, 0.085, 0.075, 0.063, 0.118, 0.106, 0.109, 0.119, 0.063, 0.074, 0.081],
  "total_charge": -1,
  "largest_force_ev_per_a": 1.1
}


Entry 2:
{
  "formula": "C16H36N2O2PS2",
  "method": "wB97M-V/def2-TZVPD",
  "elements": ["C", "C", "O", "C", "C", "P", "C", "N", "C", "C", "C", "S", "C", "S", "N", "C", "C", "C", "C", "C", "O", "C", "C", "H", "H", "H", "H", "H", "H", "H", "H", "H", "H", "H", "H", "H", "H", "H", "H", "H", "H", "H", "H", "H", "H", "H", "H", "H", "H", "H", "H", "H", "H", "H", "H", "H", "H", "H", "H"],
  "xyz": [[-2.864, -0.212, 3.709], [-3.535, 1.079, 3.236], [-3.122, 1.494, 1.940], [-3.944, 1.084, 0.881], [-3.723, -0.365, 0.432], [-2.265, -0.656, -0.630], [-2.843, -1.621, -2.094], [-2.764, -0.833, -3.317], [-1.122, -1.786, 0.224], [0.004, -2.386, -0.655], [1.413, -1.784, -0.507], [1.775, -0.919, -2.076], [2.867, 0.432, -1.656], [2.452, 1.910, -2.178], [3.988, 0.068, -0.931], [4.819, 1.217, -0.517], [4.179, 2.059, 0.579], [4.829, -0.878, -1.754], [4.926, -2.276, -1.176], [-1.541, 0.911, -1.289], [-1.372, 1.928, -0.354], [-0.515, 1.659, 0.744], [-0.440, 2.927, 1.584], [-2.622, -0.168, 4.761], [-1.967, -0.407, 3.132], [-3.539, -1.050, 3.558], [-3.224, 1.869, 3.909], [-4.616, 1.006, 3.317], [-3.781, 1.746, 0.042], [-4.989, 1.198, 1.166], [-4.585, -0.657, -0.159], [-3.659, -1.057, 1.262], [-3.831, -2.015, -1.851], [-2.182, -2.472, -2.183], [-3.414, -0.055, -3.261], [-3.071, -1.394, -4.104], [-1.752, -2.622, 0.519], [-0.722, -1.374, 1.140], [-0.273, -2.422, -1.702], [0.093, -3.415, -0.334], [2.102, -2.603, -0.371], [1.497, -1.103, 0.327], [5.104, 1.834, -1.366], [5.724, 0.793, -0.106], [3.869, 3.031, 0.223], [3.320, 1.540, 0.986], [4.900, 2.218, 1.368], [5.831, -0.483, -1.831], [4.469, -0.944, -2.770], [5.668, -2.349, -0.392], [5.240, -2.946, -1.970], [3.969, -2.632, -0.828], [-0.653, 0.676, -1.873], [-2.275, 1.285, -1.993], [0.472, 1.355, 0.407], [-0.951, 0.888, 1.374], [0.550, 3.352, 1.595], [-0.735, 2.701, 2.600], [-1.173, 3.625, 1.209]],
  "lowdin_charge": [-0.056, -0.227, -0.168, -0.233, -0.198, 1.105, -0.327, -0.013, -0.251, -0.285, -0.430, 0.902, -1.126, 0.736, -0.170, -0.273, -0.096, -0.229, -0.064, -0.268, -0.170, -0.260, -0.028, 0.080, 0.058, 0.069, 0.120, 0.122, 0.119, 0.129, 0.097, 0.084, 0.095, 0.081, 0.073, 0.090, 0.101, 0.084, 0.067, 0.113, 0.051, 0.080, 0.104, 0.113, 0.056, 0.063, 0.072, 0.115, 0.098, 0.079, 0.083, 0.035, 0.079, 0.106, 0.102, 0.077, 0.074, 0.071, 0.089],
  "total_charge": 1,
  "largest_force_ev_per_a": 1.8
}


Entry 3:
{
  "formula": "C16H36N3O8P2",
  "method": "wB97M-V/def2-TZVPD",
  "elements": ["C", "C", "C", "C", "N", "C", "N", "C", "C", "C", "C", "N", "C", "H", "H", "H", "H", "H", "H", "H", "H", "H", "H", "H", "H", "H", "H", "H", "H", "H", "H", "C", "O", "P", "O", "O", "C", "O", "C", "H", "H", "H", "H", "H", "H", "H", "H", "H", "C", "O", "P", "O", "O", "C", "O", "C", "H", "H", "H", "H", "H", "H", "H", "H", "H"],
  "xyz": [[2.044, -0.595, -0.667], [0.921, 0.112, 0.121], [-0.406, 0.268, -0.649], [-0.840, 1.749, -0.599], [-1.523, -0.620, -0.145], [-2.668, -0.646, -1.170], [-3.328, -1.930, -1.195], [-1.096, -1.959, 0.251], [-0.392, -2.773, -0.625], [-0.020, -3.992, -0.105], [-0.337, -4.384, 1.187], [-1.035, -3.603, 2.004], [-1.371, -2.423, 1.515], [2.982, -0.073, -0.504], [1.818, -0.581, -1.736], [2.105, -1.651, -0.410], [1.293, 1.119, 0.300], [0.793, -0.322, 1.113], [-0.199, 0.026, -1.689], [-0.353, 2.254, -1.427], [-0.518, 2.194, 0.340], [-1.921, 1.876, -0.671], [-1.909, -0.165, 0.689], [-2.308, -0.455, -2.178], [-3.410, 0.113, -0.943], [-4.324, -1.828, -1.064], [-3.186, -2.359, -2.098], [-0.127, -2.463, -1.626], [0.557, -4.667, -0.723], [-0.017, -5.354, 1.540], [-1.926, -1.760, 2.178], [6.794, 3.520, -3.735], [5.468, 3.101, -4.097], [5.024, 1.615, -3.645], [5.162, 1.595, -2.175], [6.257, 0.854, -4.404], [6.492, 1.087, -5.799], [3.932, 0.445, -3.946], [4.358, -0.898, -3.715], [6.702, 4.464, -3.204], [7.300, 2.797, -3.102], [7.371, 3.670, -4.647], [7.542, 1.340, -5.933], [5.885, 1.903, -6.188], [6.274, 0.176, -6.356], [4.976, -0.971, -2.822], [4.900, -1.286, -4.575], [3.458, -1.496, -3.576], [-3.958, 1.496, 7.093], [-3.311, 0.642, 6.130], [-3.582, 0.962, 4.574], [-3.129, 2.349, 4.368], [-5.208, 0.832, 4.669], [-5.802, -0.352, 5.220], [-3.500, 0.315, 3.061], [-4.441, 0.811, 2.113], [-3.185, 1.877, 7.755], [-4.478, 2.328, 6.628], [-4.666, 0.898, 7.666], [-6.521, -0.053, 5.980], [-5.063, -1.009, 5.678], [-6.326, -0.892, 4.431], [-4.599, 1.884, 2.209], [-5.391, 0.289, 2.211], [-4.033, 0.601, 1.123]],
  "lowdin_charge": [-0.067, -0.175, -0.296, -0.010, 0.016, -0.163, 0.062, -0.223, -0.008, -0.035, -0.100, 0.108, -0.079, 0.082, 0.065, 0.068, 0.109, 0.124, 0.131, 0.101, 0.093, 0.077, 0.159, 0.139, 0.116, 0.093, 0.093, 0.131, 0.118, 0.119, 0.118, -0.081, -0.260, 0.518, -0.242, -0.277, -0.099, -0.257, -0.108, 0.098, 0.091, 0.091, 0.091, 0.086, 0.087, 0.093, 0.086, 0.082, -0.073, -0.256, 0.531, -0.224, -0.276, -0.093, -0.276, -0.097, 0.100, 0.092, 0.092, 0.093, 0.087, 0.086, 0.101, 0.091, 0.057],
  "total_charge": 1,
  "largest_force_ev_per_a": 5.7
}


no.,Kohn-Sham gap (eV),E (Eh),HOMO energy (eV)
1,7.37,-1752.04059,-5.0
2,8.49,-2028.66320,-10.8
3,9.37,-2079.91425,-12.0